Density functional theory data (the ωB97M-V functional and the def2-TZVPD basis) for a structure of composition C29H42BBaBrF2N2O5S3.

Results
LUMO level in hartree: -0.2681
Energy relative to the best compared isomer or geometry (same formula, charge and spin) in kJ/mol: 1066.6
E_tot in Eh: -5633.585542

Geometry as ORCA input:
```
! wB97M-V def2-TZVPD RIJCOSX def2/J DEFGRID3
* xyz 2 1
C -6.220 -1.040 0.747
C -6.203 -1.423 -0.836
C -4.758 -2.026 -1.300
C -3.637 -1.070 -0.646
C -2.254 -1.003 -1.482
C -1.148 -2.030 -0.830
C -0.750 -3.025 -2.028
C -0.288 -4.490 -1.554
O 0.587 -5.126 -2.194
O -0.115 -1.182 -0.325
C 0.906 -1.791 0.464
B 2.256 -1.976 -0.489
O 3.516 -2.511 -0.020
O 2.208 -1.586 -1.892
C 3.135 -0.500 -2.167
C 3.705 -0.600 -3.688
C 0.520 -3.070 1.339
C 1.284 -4.455 1.333
C 0.879 -5.671 2.259
C -0.338 -5.616 3.231
C -1.126 -4.262 3.278
C -0.695 -3.036 2.370
C 1.390 -0.617 1.531
F 0.165 -0.054 2.048
C 2.357 -1.194 2.704
C 1.646 -1.267 4.142
C 2.877 -1.214 5.252
Br 2.258 -2.421 6.767
O 2.200 0.272 0.747
C 2.117 1.650 1.147
F 2.199 1.887 2.567
S 3.684 2.452 0.446
C 0.900 2.468 0.430
C 0.826 4.011 0.868
C 0.157 4.809 -0.392
S 1.420 5.730 -1.401
C 0.771 5.916 -3.128
S 0.727 4.638 -4.229
N 0.303 7.270 -3.513
C -0.764 7.636 -4.438
C -0.761 9.205 -4.439
N 0.289 9.647 -3.509
C 0.912 8.473 -2.940
H -5.521 -1.705 1.361
H -7.281 -1.096 1.195
H -5.875 0.048 0.918
H -7.056 -2.140 -1.095
H -6.357 -0.420 -1.393
H -4.687 -3.063 -0.790
H -4.685 -2.077 -2.440
H -4.065 0.008 -0.668
H -3.459 -1.287 0.479
H -1.865 0.081 -1.346
H -2.377 -1.148 -2.606
H -1.755 -2.635 -0.074
H -0.011 -2.560 -2.789
H -1.721 -3.198 -2.641
H -0.829 -4.913 -0.615
H 3.945 -1.756 0.466
H 2.541 0.497 -2.133
H 4.010 -0.411 -1.437
H 4.274 0.365 -3.946
H 4.474 -1.449 -3.712
H 2.857 -0.826 -4.422
H 2.173 -4.630 0.646
H 1.507 -6.632 2.214
H -0.616 -6.517 3.894
H -2.019 -4.202 3.996
H -1.330 -2.057 2.448
H 2.892 -2.165 2.438
H 3.194 -0.399 2.824
H 1.111 -2.282 4.339
H 0.985 -0.335 4.384
H 3.761 -1.767 4.781
H 3.111 -0.157 5.608
H 3.287 2.983 -0.783
H -0.122 1.978 0.619
H 1.103 2.384 -0.707
H 0.123 4.084 1.765
H 1.827 4.484 1.145
H -0.316 4.028 -1.103
H -0.684 5.470 0.028
H -1.451 6.939 -5.035
H -1.426 9.906 -5.039
H 1.766 8.438 -2.169
Ba -0.567 -1.677 5.165
*
```

***

Density functional theory data (the ωB97M-V functional and the def2-TZVPD basis) for the molecule C3H7NO.

Results
LUMO level in hartree: 0.0413
Energy relative to the best compared isomer or geometry (same formula, charge and spin) in kJ/mol: 241.7
E_tot in Eh: -248.434442
SMILES: OC[C@H]1CN1

Geometry as ORCA input:
```
! wB97M-V def2-TZVPD RIJCOSX def2/J DEFGRID3
* xyz 0 1
O 2.047 0.619 0.001
C 1.138 -0.458 -0.071
C -0.220 -0.070 -0.592
C -1.376 -0.245 0.316
N -0.819 1.081 0.075
H 1.936 0.695 0.949
H 0.992 -0.782 0.976
H 1.584 -1.295 -0.611
H -0.392 -0.193 -1.660
H -1.185 -0.618 1.323
H -2.336 -0.529 -0.103
H -1.398 1.613 -0.569
*
```

***

Density functional theory data (the ωB97M-V functional and the def2-TZVPD basis) for a structure of composition C53H54IN5O4Pb.

Results
LUMO level in hartree: -0.0039
Energy relative to the best compared isomer or geometry (same formula, charge and spin) in kJ/mol: 68.2
E_tot in Eh: -3117.305674

Geometry as ORCA input:
```
! wB97M-V def2-TZVPD RIJCOSX def2/J DEFGRID3
* xyz 0 1
Pb -0.018 0.690 0.241
O -3.777 -0.378 -2.969
C -2.907 0.062 -2.054
O -1.738 0.244 -2.290
C -3.536 0.312 -0.719
C -4.901 0.230 -0.525
C -5.405 0.538 0.736
C -4.534 0.903 1.740
C -3.168 0.934 1.463
N -2.694 0.644 0.264
C -2.166 1.319 2.565
O -2.641 1.491 3.674
O -0.931 1.432 2.223
H -3.277 -0.610 -3.763
H -5.547 -0.059 -1.341
H -6.471 0.492 0.919
H -4.860 1.151 2.740
C -1.233 -4.791 -1.375
C -1.292 -3.262 -1.274
C -2.690 -2.801 -0.836
C -0.892 -2.611 -2.597
C -1.759 -2.844 -3.656
C -1.636 -2.200 -4.871
C -0.530 -1.399 -5.058
C 0.457 -1.238 -4.083
C 1.703 -0.521 -4.635
C 2.159 -1.123 -5.973
C 1.470 0.990 -4.799
C 0.230 -1.769 -2.777
N 0.984 -1.451 -1.605
C 1.525 -2.463 -0.762
C 1.446 -2.493 0.627
N 1.019 -1.480 1.380
C 0.724 -1.664 2.770
C 1.568 -1.233 3.822
C 1.159 -1.404 5.142
C -0.047 -1.992 5.471
C -0.869 -2.413 4.447
C -0.508 -2.258 3.113
C -1.488 -2.773 2.072
C -1.413 -4.305 1.999
C -2.934 -2.351 2.388
C 2.926 -0.569 3.672
C 2.729 0.900 3.290
C 3.923 -1.336 2.793
C 2.049 -3.820 1.055
C 2.264 -4.471 2.247
C 2.873 -5.753 2.221
C 3.260 -6.369 1.057
C 3.064 -5.717 -0.186
C 3.420 -6.196 -1.482
C 3.167 -5.415 -2.579
C 2.547 -4.136 -2.493
C 2.184 -3.657 -1.258
C 2.467 -4.467 -0.126
H -1.418 -5.239 -0.397
H -0.253 -5.125 -1.722
H -1.990 -5.170 -2.067
H -0.595 -2.954 -0.496
H -3.433 -2.937 -1.622
H -2.681 -1.744 -0.560
H -3.023 -3.369 0.034
H -2.588 -3.525 -3.508
H -2.360 -2.347 -5.662
H -0.392 -0.920 -6.019
H 2.557 -0.683 -3.994
H 1.505 -0.845 -6.800
H 2.191 -2.213 -5.919
H 3.161 -0.762 -6.216
H 0.843 1.171 -5.675
H 2.409 1.528 -4.945
H 0.946 1.429 -3.948
H 1.818 -1.068 5.936
H -0.342 -2.113 6.505
H -1.823 -2.867 4.687
H -1.210 -2.352 1.103
H -1.486 -4.721 3.007
H -0.477 -4.651 1.561
H -2.239 -4.710 1.412
H -3.407 -3.058 3.073
H -3.534 -2.334 1.473
H -2.975 -1.364 2.851
H 3.369 -0.568 4.669
H 2.116 1.006 2.395
H 3.681 1.423 3.146
H 2.184 1.420 4.078
H 3.554 -1.502 1.782
H 4.104 -2.327 3.209
H 4.887 -0.814 2.769
H 1.967 -4.060 3.199
H 3.028 -6.264 3.164
H 3.714 -7.354 1.086
H 3.890 -7.166 -1.591
H 3.444 -5.787 -3.559
H 2.356 -3.575 -3.401
I -1.155 3.548 -0.943
C 0.469 4.616 -0.142
C 0.285 5.951 0.064
C 1.383 6.762 0.421
C 2.630 6.217 0.489
C 2.827 4.829 0.282
C 4.139 4.288 0.298
C 4.325 2.954 0.119
C 3.184 2.133 -0.007
C 1.890 2.541 -0.045
C 1.723 3.963 0.026
H -0.692 6.397 -0.064
H 1.230 7.819 0.592
H 3.495 6.836 0.697
H 4.981 4.951 0.448
H 5.326 2.530 0.102
H 4.368 0.450 -0.378
N 3.448 0.664 -0.002
N 1.783 -0.268 -1.562
H 3.406 0.298 0.951
H 2.735 0.143 -0.561
H 2.613 -0.395 -2.125
H 1.247 0.495 -1.964
*
```

***

Density functional theory data (the ωB97M-V functional and the def2-TZVPD basis) for a cluster of 9 separate species, C40H72F6N12O4P in total.

Results
LUMO level in hartree: -0.2185
E_tot in Eh: -3464.921143

Geometry as ORCA input:
```
! wB97M-V def2-TZVPD RIJCOSX def2/J DEFGRID3
* xyz 3 1
C 1.585 -0.532 12.944
C 2.157 -0.423 11.503
N 1.238 -0.014 10.585
C 1.280 1.153 9.756
C 0.133 1.124 8.929
N -0.566 -0.064 9.234
C 0.101 -0.695 10.286
C -1.883 -0.492 8.721
H 2.434 -0.637 13.620
H 0.990 -1.432 13.099
H 0.978 0.305 13.286
H 2.548 -1.386 11.174
H 2.956 0.316 11.465
H 2.169 1.763 9.694
H -0.261 1.819 8.203
H -0.279 -1.505 10.892
H -1.657 -1.040 7.806
H -2.560 0.336 8.509
H -2.251 -1.230 9.434
C 3.511 -5.322 3.964
C 3.571 -4.507 5.293
N 4.820 -4.653 5.991
C 5.314 -5.873 6.451
C 6.657 -5.680 6.925
N 6.900 -4.248 6.827
C 5.809 -3.687 6.157
C 8.109 -3.494 7.291
H 2.541 -5.217 3.478
H 3.730 -6.365 4.193
H 4.296 -5.075 3.248
H 2.680 -4.805 5.845
H 3.480 -3.430 5.153
H 4.705 -6.764 6.452
H 7.327 -6.340 7.456
H 5.695 -2.628 5.978
H 8.344 -2.683 6.600
H 8.906 -4.233 7.362
H 7.978 -3.089 8.294
C 6.274 -1.833 -4.394
C 6.174 -0.325 -4.137
N 6.998 0.129 -3.106
C 8.325 -0.233 -2.763
C 8.770 0.582 -1.681
N 7.792 1.479 -1.456
C 6.686 1.162 -2.251
C 7.695 2.425 -0.389
H 5.963 -2.388 -3.509
H 7.272 -2.193 -4.646
H 5.599 -2.165 -5.183
H 5.116 -0.189 -3.912
H 6.416 0.138 -5.094
H 8.864 -1.018 -3.272
H 9.758 0.528 -1.249
H 5.678 1.504 -2.071
H 7.324 3.369 -0.787
H 8.646 2.557 0.128
H 6.959 2.152 0.366
C -12.642 -0.137 -4.541
C -11.308 -0.834 -4.116
N -10.655 0.083 -3.162
C -10.053 1.321 -3.519
C -9.568 1.856 -2.346
N -9.909 1.026 -1.253
C -10.551 -0.057 -1.791
C -9.452 1.221 0.068
H -13.300 -0.666 -5.229
H -12.470 0.867 -4.930
H -13.268 0.111 -3.683
H -10.526 -0.982 -4.861
H -11.501 -1.773 -3.598
H -10.096 1.619 -4.556
H -8.993 2.736 -2.097
H -10.904 -0.928 -1.259
H -8.905 2.164 0.056
H -8.745 0.402 0.198
H -10.175 1.347 0.874
C 0.381 -0.288 -12.924
C -1.096 -0.269 -12.789
N -1.457 -0.085 -11.370
C -1.477 -1.130 -10.452
C -1.797 -0.647 -9.239
N -1.998 0.729 -9.332
C -1.769 1.100 -10.649
C -2.402 1.596 -8.270
H 0.761 -1.033 -12.225
H 0.759 0.673 -12.576
H 0.649 -0.546 -13.949
H -1.610 -1.143 -13.189
H -1.582 0.475 -13.420
H -1.311 -2.175 -10.671
H -1.742 -1.129 -8.273
H -1.673 2.028 -11.193
H -3.156 2.246 -8.714
H -1.564 2.245 -8.018
H -2.844 1.063 -7.428
C 2.067 8.278 4.772
C 2.810 7.507 3.627
N 2.304 7.944 2.333
C 2.870 8.828 1.470
C 2.173 8.831 0.279
N 0.993 8.220 0.496
C 1.119 7.543 1.761
C -0.139 8.140 -0.336
H 1.002 8.067 4.861
H 2.289 9.340 4.669
H 2.431 7.995 5.759
H 2.712 6.426 3.721
H 3.891 7.642 3.678
H 3.844 9.259 1.646
H 2.383 9.345 -0.646
H 0.355 6.932 2.218
H -0.361 9.177 -0.588
H -0.966 7.673 0.198
H 0.156 7.625 -1.250
C -0.195 -7.046 -4.402
C -0.065 -7.570 -5.802
O 1.013 -7.938 -6.302
O -1.074 -7.482 -6.505
H -0.732 -7.778 -3.799
H -0.681 -6.077 -4.293
H 0.771 -6.891 -3.922
C -6.345 -4.946 -1.538
C -7.689 -5.752 -1.493
O -8.228 -6.202 -2.549
O -8.219 -5.828 -0.375
H -6.439 -3.948 -1.110
H -5.982 -4.729 -2.543
H -5.510 -5.314 -0.943
P -0.609 0.671 -0.197
F -0.494 1.448 1.228
F -2.127 1.242 -0.327
F -0.141 2.019 -0.920
F -0.844 -0.135 -1.627
F 0.964 0.072 -0.096
F -1.148 -0.621 0.582
*
```

***

Density functional theory data (the ωB97M-V functional and the def2-TZVPD basis) for a structure of composition C17H39BrGaNO2P.

Results
LUMO level in hartree: 0.1099
E_tot in Eh: -5716.611285

Geometry as ORCA input:
```
! wB97M-V def2-TZVPD RIJCOSX def2/J DEFGRID3
* xyz -1 1
C -4.128 1.039 0.172
C -3.681 1.038 -1.277
C -3.140 -0.303 -1.787
C -2.365 -1.154 -0.797
C -2.202 -2.568 -1.342
Ga -0.559 -0.397 -0.177
C 0.979 -0.693 -1.491
C 0.544 -1.263 -2.851
C 1.487 -0.956 -4.026
C 0.970 0.119 -5.012
C 2.042 1.130 -5.445
N 2.012 2.420 -4.728
O -0.319 -1.139 1.534
C 0.943 -1.614 1.884
C 1.631 -0.733 2.914
C 3.058 -1.308 3.118
C 0.865 -0.774 4.243
C 0.582 0.585 4.907
C -0.737 1.199 4.443
C 1.728 1.611 4.815
P -0.731 1.991 0.245
O 0.388 2.239 1.480
Br 0.271 3.061 -1.494
H -4.929 0.309 0.287
H -4.486 2.008 0.500
H -3.338 0.716 0.839
H -4.561 1.274 -1.875
H -2.987 1.850 -1.478
H -2.562 -0.149 -2.695
H -4.013 -0.887 -2.114
H -2.938 -1.275 0.117
H -1.752 -2.586 -2.330
H -3.205 -2.996 -1.456
H -1.679 -3.210 -0.640
H 1.467 0.259 -1.702
H 1.772 -1.355 -1.137
H 0.471 -2.343 -2.765
H -0.455 -0.923 -3.120
H 1.598 -1.866 -4.613
H 2.487 -0.677 -3.701
H 0.575 -0.358 -5.904
H 0.142 0.639 -4.535
H 1.978 1.339 -6.510
H 3.019 0.695 -5.256
H 2.485 2.298 -3.840
H 1.048 2.653 -4.521
H 0.819 -2.589 2.383
H 1.622 -1.792 1.042
H 1.757 0.279 2.542
H 2.950 -2.268 3.613
H 3.689 -0.653 3.707
H 3.494 -1.505 2.141
H -0.094 -1.256 4.077
H 1.427 -1.378 4.952
H 0.441 0.382 5.967
H -0.607 1.823 3.566
H -1.115 1.842 5.237
H -1.486 0.438 4.248
H 1.378 2.523 4.349
H 2.613 1.237 4.315
H 2.042 1.897 5.817
H 1.295 2.078 1.163
*
```